No. 1
Molecular formula: C3H6Cl2N
Method: DFT, wB97M-V/def2-TZVPD

Geometry (Å):
C 0.3098 -1.5116 -0.0777
C 1.2154 0.7117 0.3977
C -1.4089 0.4416 -0.4192
N 0.2042 -0.2772 -0.0702
Cl -2.3116 0.1411 1.0357
Cl -1.3516 2.0688 -0.7228
H -0.4087 -2.1527 -0.4932
H 1.2409 -1.9466 0.3168
H 1.1471 0.9247 1.4906
H 0.9824 1.5399 -0.3889
H 2.1138 0.2291 0.1395
H -1.7329 -0.1690 -1.2083

Energy relative to the best compared isomer or geometry (same formula, charge and spin)   1.4482 eV
SMILES string   C=[N+](C)C(Cl)Cl
2S+1   1
Maximum force   4.3 eV Å⁻¹
E   -29734.21136 eV
Kohn-Sham gap   11.061 eV
Net charge   +1
M   127.0 u

No. 2
Molecular formula: C3H6Cl2O
Method: DFT, wB97M-V/def2-TZVPD

Geometry (Å):
C 0.0882 0.2985 -1.1102
C 0.2327 0.4012 0.4515
C -0.2132 -0.9924 0.8982
H 0.7162 2.0686 -0.9671
H 0.9010 -0.4591 -1.4566
H -0.9100 -0.3151 -1.0831
H 1.1837 0.6681 0.8836
H -0.6359 1.0363 0.7215
H 0.5556 -1.8366 0.6162
O 0.1499 1.5914 -1.8916
Cl -1.8203 -1.3942 0.2503
Cl -0.2479 -1.0668 2.6874

Energy relative to the best compared isomer or geometry (same formula, charge and spin)   2.4834 eV
SMILES string   OCCC(Cl)Cl
2S+1   1
Maximum force   7.2 eV Å⁻¹
E   -30298.22681 eV
Kohn-Sham gap   10.923 eV
Net charge   0
M   129.0 u